130
Properties=species:S:1:pos:R:3:mulliken_charge:R:1 method="wB97M-V/def2-TZVPD" homo_energy_ha=-0.241 total_charge=-1 gap_ev=7.568 lumo_ev=1.012 de_lowest_kj_mol=195.7
C 3.900 -1.557 1.068 -1.638
C 3.845 -0.231 0.279 -0.059
O 3.136 0.852 0.826 0.122
C 1.785 0.776 1.231 0.068
C 1.820 0.309 2.745 -1.674
O 2.948 1.018 3.328 -0.569
C 3.378 0.481 4.461 1.003
F 4.431 -0.317 4.220 -0.276
F 2.466 -0.161 5.165 -0.291
F 3.845 1.442 5.251 -0.297
O 1.464 2.149 1.428 -0.587
P 0.585 2.903 0.189 1.658
O -0.430 3.579 -1.073 -0.887
F -0.872 2.975 1.124 -0.665
C 1.982 2.920 -1.122 1.171
C 3.219 3.791 -0.937 0.094
O 3.518 4.540 -1.754 -0.535
Br 4.458 3.702 0.598 -0.223
C 0.871 4.665 0.855 -1.346
C 0.425 5.739 -0.113 0.640
O 1.030 6.161 -0.992 -0.426
Br -1.377 6.551 0.203 -0.207
O 0.173 1.343 -0.453 -0.684
C 0.615 0.224 0.342 2.600
C 0.889 -0.830 -0.750 -0.270
C -0.296 -1.629 -1.271 -0.205
O -0.881 -0.916 -2.392 -0.346
C -2.071 -1.417 -2.753 -0.073
O -2.397 -2.529 -2.547 -0.466
C -0.638 0.024 1.259 -1.750
C -1.978 0.243 0.542 -1.223
O -2.896 -0.816 0.991 -0.205
C -4.043 -0.227 1.560 -0.819
C -5.152 -1.295 1.816 1.044
F -4.734 -2.474 1.433 -0.227
F -6.240 -0.977 1.144 -0.262
F -5.430 -1.294 3.111 -0.321
H 4.551 -1.481 1.937 0.186
H 2.905 -1.940 1.319 0.459
H 4.344 -2.312 0.402 0.554
H 3.562 -0.492 -0.762 -0.025
H 4.891 0.093 0.177 0.759
H 1.934 -0.777 2.843 0.462
H 0.947 0.653 3.297 0.679
H -0.808 2.806 -1.511 0.239
H 2.314 1.895 -1.286 -1.018
H 1.536 3.221 -2.067 0.605
H 1.876 4.828 1.242 0.253
H 0.206 4.776 1.717 0.980
H 1.632 -1.559 -0.389 0.316
H 1.394 -0.309 -1.570 -0.129
H 0.075 -2.577 -1.684 0.807
H -1.049 -1.895 -0.526 -0.610
H -2.732 -0.719 -3.289 0.438
H -0.614 0.780 2.045 0.621
H -0.616 -0.996 1.675 0.322
H -2.453 1.184 0.823 0.791
H -1.952 0.177 -0.547 -0.045
H -3.728 0.233 2.506 0.331
H -4.505 0.514 0.889 0.396
C -2.629 -5.780 0.670 0.050
Cl -1.833 -6.953 -0.391 -0.020
Cl -2.584 -6.374 2.346 -0.127
Cl -1.790 -4.234 0.579 0.092
Cl -4.302 -5.564 0.156 0.045
C 4.451 0.302 -4.342 0.266
Cl 3.209 -0.823 -4.915 -0.124
Cl 4.396 1.783 -5.304 -0.112
Cl 4.149 0.688 -2.644 0.069
Cl 6.047 -0.450 -4.502 -0.132
C -5.230 7.597 -0.442 0.273
Cl -4.280 7.580 -1.929 -0.005
Cl -4.142 7.491 0.945 -0.102
Cl -6.167 9.101 -0.352 -0.123
Cl -6.337 6.215 -0.432 -0.118
C 3.737 7.684 2.718 0.334
Cl 3.632 9.390 3.197 -0.142
Cl 4.453 6.750 4.042 -0.105
Cl 2.123 7.066 2.386 -0.020
Cl 4.752 7.523 1.277 -0.046
C 5.105 -5.438 2.757 0.281
Cl 4.895 -3.710 3.053 0.017
Cl 5.880 -6.192 4.158 -0.105
Cl 3.532 -6.196 2.479 -0.043
Cl 6.136 -5.656 1.327 -0.130
C 8.578 3.091 1.914 0.268
Cl 10.107 3.932 2.223 -0.119
Cl 8.734 1.392 2.389 -0.103
Cl 7.289 3.848 2.854 -0.030
Cl 8.192 3.187 0.193 -0.065
C -6.290 -9.257 -0.459 0.240
Cl -7.248 -7.797 -0.749 -0.076
Cl -7.303 -10.483 0.322 -0.110
Cl -5.691 -9.886 -2.001 -0.111
Cl -4.923 -8.871 0.586 0.082
C -4.098 6.592 -5.841 0.343
Cl -5.041 8.085 -5.988 -0.070
Cl -5.117 5.319 -5.157 -0.090
Cl -3.522 6.083 -7.439 -0.136
Cl -2.716 6.874 -4.782 -0.050
C -4.413 10.677 -9.096 0.318
Cl -2.919 11.591 -8.852 -0.099
Cl -4.139 8.979 -8.700 -0.009
Cl -5.680 11.327 -8.042 -0.111
Cl -4.924 10.821 -10.786 -0.110
C -1.789 -11.110 1.424 0.216
Cl -1.959 -9.378 1.754 0.003
Cl -1.018 -11.894 2.809 -0.057
Cl -3.372 -11.848 1.147 -0.104
Cl -0.787 -11.314 -0.020 -0.103
C -9.142 -2.774 0.213 0.271
Cl -10.380 -3.887 -0.393 -0.124
Cl -9.170 -1.286 -0.742 -0.108
Cl -9.473 -2.393 1.908 -0.103
Cl -7.553 -3.530 0.080 0.012
C -2.372 -14.667 5.240 0.329
Cl -3.336 -13.218 4.934 -0.056
Cl -3.383 -15.896 6.014 -0.109
Cl -1.746 -15.300 3.712 -0.080
Cl -1.020 -14.259 6.306 -0.095
C 6.463 11.257 -0.422 0.293
Cl 5.298 10.527 0.686 -0.006
Cl 6.552 13.003 -0.130 -0.118
Cl 8.058 10.536 -0.159 -0.110
Cl 5.954 10.965 -2.091 -0.102
C 2.609 -7.329 -1.590 0.151
Cl 1.582 -5.924 -1.904 -0.028
Cl 1.652 -8.600 -0.813 -0.040
Cl 3.258 -7.941 -3.120 -0.113
Cl 3.937 -6.861 -0.525 0.004